--- P ---
24
Properties=species:S:1:pos:R:3 method="wB97M-V/def2-TZVPD" total_charge=+1 homo_ev=-12.5 gap_ev=9.62 smiles=C[n+]1cc2n(c1)[C@H](N)CNC2 lumo_energy_ev=-2.881
C -1.9532 -2.5749 0.9391
N -1.3397 -1.4056 0.4395
C -1.8507 -0.3307 -0.1698
C -0.7856 0.3990 -0.6361
N 0.3270 -0.2065 -0.1886
C 0.0084 -1.3660 0.4219
C 1.6072 0.5270 -0.3342
N 2.6485 -0.0768 0.4390
C 1.2180 2.0258 0.1242
N 0.1418 2.5682 -0.6695
C -0.6501 1.6318 -1.4299
H -1.2976 -3.3669 0.7608
H -2.3922 -2.4825 2.0298
H -2.7057 -2.8304 0.2832
H -3.0001 -0.1293 -0.1695
H 0.6764 -2.0003 0.9034
H 1.9016 0.5397 -1.3624
H 3.3486 -0.7538 0.0399
H 2.5244 -0.0772 1.4527
H 0.8027 1.8894 1.1975
H 2.0408 2.7633 0.2076
H 0.4824 3.2528 -1.2954
H -0.1435 1.2371 -2.3532
H -1.6767 1.9202 -1.6125

--- Q ---
24
Properties=species:S:1:pos:R:3 method="wB97M-V/def2-TZVPD" total_charge=+1 homo_ev=-12.7 gap_ev=8.50 smiles="C=[N+](C)/N=C1/CC(C)=NN1C" lumo_energy_ev=-4.246
C 2.0949 -0.4976 1.1690
N 2.0676 0.3438 0.1913
C 3.2672 0.7164 -0.5293
N 1.0017 1.0415 -0.1561
C -0.2015 0.5608 -0.0593
C -1.4541 1.3670 0.0203
C -2.4786 0.2648 0.0528
C -3.9311 0.4723 0.1524
N -1.9269 -0.8865 -0.0222
N -0.5617 -0.7352 -0.0894
C 0.1998 -1.8826 -0.4839
H 1.2316 -0.6508 1.7927
H 3.0326 -0.9397 1.4580
H 3.9578 -0.1228 -0.5761
H 2.9938 1.0388 -1.5321
H 3.7566 1.5521 -0.0270
H -1.5756 2.0325 -0.8363
H -1.4794 1.9936 0.9139
H -4.4543 -0.4554 -0.0599
H -4.2507 1.2488 -0.5396
H -4.1969 0.7970 1.1601
H 0.8402 -1.6448 -1.3357
H 0.8250 -2.2623 0.3321
H -0.5125 -2.6540 -0.7717

--- R ---
24
Properties=species:S:1:pos:R:3 method="wB97M-V/def2-TZVPD" total_charge=+1 homo_ev=-13.5 gap_ev=9.31 lumo_energy_ev=-4.187
C 1.4488 -0.2066 1.3449
C -1.6117 1.6962 -0.2025
C -2.0675 0.6639 0.9018
C -1.0837 0.7523 -1.3433
C -1.2241 -0.5150 0.5352
C 1.5372 -0.8076 0.0496
C 1.5526 -2.3109 -0.2484
N 1.7156 1.0856 1.0925
N 1.9027 0.0269 -0.8722
N 1.9110 1.2326 -0.1636
N -0.7527 -0.4529 -0.6105
H 1.2122 -0.5797 2.2462
H -2.3386 2.4727 -0.3790
H -0.7533 2.2588 0.3775
H -1.8911 0.9721 1.8888
H -3.0687 0.3961 0.9140
H -1.9006 0.5018 -2.0500
H -0.1121 1.1093 -1.8824
H 2.2603 2.0780 -0.6370
H -1.1259 -1.3319 1.1357
H 0.6174 -2.7366 0.3428
H 2.4027 -2.7090 0.2135
H 1.7101 -2.4436 -1.4056
H -0.3403 -1.1526 -1.2480

Quick look at relative energies in eV: P 0.000; Q 1.466; R 2.242.

--- P ---
23
Properties=species:S:1:pos:R:3 method="wB97M-V/def2-TZVPD" total_charge=0 homo_ev=-8.9 gap_ev=9.70 smiles="CC(=O)CCC=C(C)C" lumo_energy_ev=0.849
C -3.9015 -0.4824 0.7051
C -2.7347 0.2513 -0.1690
O -3.0020 1.0383 -0.9568
C -1.3364 -0.5282 -0.0198
C -0.3264 0.1187 -0.8306
C 0.9618 -0.4681 -0.6802
C 2.0579 0.0691 -0.1021
C 3.4721 -0.6649 -0.0806
C 2.1027 1.4598 0.5589
H -4.2131 -1.0971 0.1278
H -4.7947 0.2597 0.8057
H -3.5315 -1.0518 1.4049
H -1.2958 -0.4262 1.2192
H -1.3479 -1.5257 -0.0443
H -0.3582 0.3103 -1.7120
H -0.5732 1.3848 -0.8607
H 1.1064 -1.5988 -1.1759
H 4.1176 0.2149 -0.4120
H 3.9135 -1.1081 0.6903
H 3.4992 -1.6329 -0.8555
H 0.9878 1.7874 0.6821
H 2.2742 1.6203 1.6621
H 2.9222 2.0697 0.0433

--- Q ---
23
Properties=species:S:1:pos:R:3 method="wB97M-V/def2-TZVPD" total_charge=0 homo_ev=-10.4 gap_ev=10.79 smiles="C#CC(C)=O.CC(C)C" lumo_energy_ev=0.362
C 2.2811 -1.3795 -1.2650
C 1.1628 -1.0219 -1.5303
C -0.1746 -0.5233 -1.9908
C -1.1506 -1.6507 -2.2111
O -0.3537 0.6215 -2.3172
H 3.2475 -1.6619 -0.9615
H -2.1650 -1.2575 -2.2211
H -0.9384 -2.0983 -3.1838
H -1.0422 -2.4227 -1.4537
C 0.8119 0.2979 2.2442
C -0.2994 1.0265 1.4908
C 0.2969 2.0350 0.5115
C -1.1907 0.0138 0.7720
H 0.3943 -0.4171 2.9501
H 1.4331 1.0028 2.7926
H 1.4455 -0.2447 1.5429
H -0.9149 1.5719 2.2151
H -0.4880 2.5475 -0.0402
H 0.8912 2.7793 1.0427
H 0.9400 1.5327 -0.2100
H -1.9142 0.5202 0.1381
H -1.7390 -0.5980 1.4879
H -0.5336 -0.6735 0.1966

Quick look at relative energies in eV: P 5.027; Q 0.000.

--- P ---
24
Properties=species:S:1:pos:R:3 method="wB97M-V/def2-TZVPD" total_charge=0 homo_ev=-8.0 gap_ev=8.93 smiles=C[C@]12C[C@]13CCCC[C@]23O lumo_energy_ev=0.922
C 1.4422 0.9937 1.7231
C 1.3105 0.5222 0.3351
C 1.6171 1.2354 -0.9568
C 0.2647 0.7006 -0.8526
C -1.1009 1.0775 -0.9596
C -1.9328 -0.1953 -0.7355
C -1.6599 -0.8797 0.6143
C -0.2907 -1.7227 0.5190
C 0.7977 -0.8885 -0.2028
O 1.6667 -1.6700 -0.9528
H 1.8347 0.2949 2.4987
H 0.6103 1.5774 2.1056
H 2.2909 1.7734 1.7977
H 2.2987 1.0054 -1.7976
H 1.5414 2.3202 -1.0311
H -1.4051 1.4630 -1.9556
H -1.4230 1.7437 -0.1497
H -1.5674 -0.9678 -1.4986
H -2.9893 0.0760 -0.6906
H -1.5542 -0.1130 1.3580
H -2.4905 -1.6064 0.7382
H -0.0152 -1.8579 1.6389
H -0.3646 -2.7144 0.0611
H 1.1184 -2.1678 -1.6065

--- Q ---
24
Properties=species:S:1:pos:R:3 method="wB97M-V/def2-TZVPD" total_charge=0 homo_ev=-8.1 gap_ev=8.94 smiles=Cc1ccc(O)cc1.CC lumo_energy_ev=0.822
C -3.0640 1.0148 0.1374
C -1.5943 1.0488 0.3110
C -0.8468 1.4413 -0.9155
C 0.4972 1.3056 -1.0280
C 1.1598 0.8182 0.1686
O 2.3063 0.0636 0.1282
C 0.5736 0.6378 1.4468
C -0.8516 0.5851 1.3356
H -3.6160 0.2212 0.5753
H -3.2617 0.8907 -0.9211
H -3.5884 1.9287 0.5034
H -1.3371 2.0254 -1.7126
H 0.9725 1.8401 -1.9573
H 2.8652 0.2807 -0.5512
H 1.0474 0.6389 2.3182
H -1.2942 0.4997 2.3555
C 0.8318 -3.2583 -1.1341
C 0.7721 -2.2835 -0.0285
H 1.4222 -4.0678 -0.8769
H -0.1851 -3.6061 -1.5088
H 1.3781 -2.7537 -1.8968
H -0.2829 -1.7756 0.0669
H 0.8195 -2.8474 0.9401
H 1.7434 -1.6427 -0.1207

Quick look at relative energies in eV: P 0.727; Q 0.000.

--- P ---
24
Properties=species:S:1:pos:R:3 method="wB97M-V/def2-TZVPD" total_charge=0 homo_ev=-8.4 gap_ev=9.25 smiles=Cc1ccc(O)cc1.CC lumo_energy_ev=0.862
C 1.8497 -2.5066 0.9992
C 1.5521 -1.0608 0.5826
C 0.5750 -0.2611 1.2440
C 0.5256 1.1176 0.8464
C 1.3881 1.5735 -0.1504
O 1.3737 2.8195 -0.7121
C 2.2279 0.7541 -0.8755
C 2.3610 -0.5712 -0.4253
H 1.0379 -3.2451 0.8209
H 2.0669 -2.5730 2.0714
H 2.7657 -2.9177 0.4714
H -0.0319 -0.7260 1.9407
H 0.0903 1.7744 1.5807
H 0.7268 3.3397 -0.2189
H 2.9000 1.1454 -1.6396
H 3.1196 -1.1744 -0.8835
C -2.6622 -0.2234 -0.3864
C -3.3611 0.9568 -1.0047
H -3.0657 -0.4377 0.6144
H -2.7164 -1.1668 -0.9455
H -1.5923 -0.0976 -0.0788
H -4.2883 0.4542 -1.5441
H -2.9684 1.4250 -1.9466
H -3.8741 1.6009 -0.3603

--- Q ---
24
Properties=species:S:1:pos:R:3 method="wB97M-V/def2-TZVPD" total_charge=0 homo_ev=-8.4 gap_ev=9.33 smiles=Cc1ccc(O)cc1.CC lumo_energy_ev=0.893
C -0.3679 0.3404 1.1082
C 0.5519 0.9516 0.0944
C 1.3029 2.0826 0.4127
C 2.2506 2.6071 -0.4495
C 2.3799 2.0014 -1.7027
O 3.3242 2.5350 -2.5440
C 1.7268 0.8212 -1.9769
C 0.7427 0.3319 -1.1476
H -1.3932 0.2545 0.7746
H -0.4064 1.0050 1.9865
H 0.0192 -0.5570 1.6017
H 1.1962 2.4550 1.4211
H 2.7117 3.5797 -0.3296
H 3.5702 1.8919 -3.1952
H 1.7758 0.3948 -2.9779
H 0.0726 -0.4777 -1.4080
C -1.9691 -3.0604 0.7953
C -3.0164 -2.0176 1.2763
H -2.1567 -4.0403 1.2132
H -1.7476 -3.1282 -0.2736
H -0.9924 -2.5965 1.0111
H -2.7421 -1.0500 0.8879
H -2.7990 -1.9841 2.3449
H -4.0340 -2.3404 1.0772

--- R ---
24
Properties=species:S:1:pos:R:3 method="wB97M-V/def2-TZVPD" total_charge=0 homo_ev=-8.0 gap_ev=8.91 smiles=Cc1ccc(O)cc1.CC lumo_energy_ev=0.862
C 0.7774 -1.0846 -1.6850
C -0.3602 -0.3119 -1.2084
C -0.0392 0.9910 -0.6655
C -1.0498 1.8295 -0.0716
C -2.3961 1.2420 -0.1194
O -3.2819 1.8334 0.6722
C -2.6618 0.0346 -0.6720
C -1.6344 -0.8241 -1.1340
H 1.4935 -0.5420 -2.0452
H 0.4220 -1.8405 -2.3307
H 1.2461 -1.6536 -0.8164
H 0.9547 1.2790 -0.7271
H -0.9168 2.7237 0.4878
H -2.9345 2.6609 1.0420
H -3.6789 -0.3970 -0.6750
H -1.9655 -1.7563 -1.5418
C 1.3413 -0.3889 1.9280
C 2.5456 -0.5075 0.9067
H 0.7676 -1.4093 1.8456
H 1.9335 -0.5090 2.8663
H 0.8778 0.5054 2.0072
H 2.6673 0.2993 0.2353
H 3.4544 -0.7937 1.4175
H 2.4380 -1.3804 0.2835

--- S ---
24
Properties=species:S:1:pos:R:3 method="wB97M-V/def2-TZVPD" total_charge=0 homo_ev=-8.2 gap_ev=9.05 smiles=Cc1ccc(O)cc1.CC lumo_energy_ev=0.817
C 0.7073 -1.8800 -0.6713
C 0.7177 -1.0855 0.5956
C 1.9751 -0.4745 1.0101
C 2.0512 0.1960 2.2446
C 1.0142 0.1868 3.2131
O 1.4011 0.8136 4.3441
C -0.1493 -0.3353 2.7480
C -0.3164 -1.0315 1.5869
H -0.4178 -2.1318 -0.8114
H 1.1639 -2.8446 -0.4896
H 1.0628 -1.3684 -1.5317
H 2.9237 -0.4941 0.4944
H 3.0178 0.6862 2.3796
H 0.7369 0.9248 5.0282
H -1.0717 -0.3872 3.2705
H -1.2580 -1.5193 1.5233
C -1.3001 1.8473 -2.8180
C -2.0895 0.7937 -3.3671
H -0.1453 1.6720 -2.9854
H -1.4397 2.8613 -3.2701
H -1.5718 2.1388 -1.8529
H -2.6010 1.2512 -4.2295
H -2.8940 0.3508 -2.6727
H -1.5172 -0.1704 -3.7386

Quick look at relative energies in eV: P 0.546; Q 0.000; R 1.402; S 1.173.

--- P ---
24
Properties=species:S:1:pos:R:3 method="wB97M-V/def2-TZVPD" total_charge=0 homo_ev=-8.5 gap_ev=9.34 smiles=Cc1ccc(O)cc1.CC lumo_energy_ev=0.859
C 1.2701 -1.7204 1.7877
C 0.0069 -1.2101 1.2095
C -0.7981 -0.2696 1.8286
C -2.1140 -0.0218 1.3876
C -2.5260 -0.5399 0.1997
O -3.7879 -0.5227 -0.3649
C -1.6850 -1.3633 -0.5643
C -0.4102 -1.6741 -0.0755
H 2.1145 -1.5151 1.1146
H 1.2565 -2.8142 1.8261
H 1.4357 -1.3355 2.7917
H -0.4270 0.2643 2.7008
H -2.6866 0.5110 2.1381
H -4.2325 0.3229 -0.2740
H -1.9187 -1.7743 -1.5312
H 0.2749 -2.3106 -0.6319
C 2.3908 1.6690 -1.3890
C 1.1787 2.2667 -2.0461
H 2.8039 2.1464 -0.4792
H 2.1607 0.6624 -1.0446
H 3.2325 1.6012 -2.0795
H 0.9745 3.3214 -1.7748
H 1.2047 2.5090 -3.1021
H 0.2817 1.7973 -1.6273

--- Q ---
24
Properties=species:S:1:pos:R:3 method="wB97M-V/def2-TZVPD" total_charge=0 homo_ev=-8.2 gap_ev=9.04 smiles=Cc1ccc(O)cc1.CC lumo_energy_ev=0.801
C 2.2441 2.3080 1.4894
C 1.4316 1.4077 0.6205
C 0.1367 1.6107 0.3079
C -0.5504 0.7199 -0.5141
C 0.1665 -0.1946 -1.2303
O -0.5595 -0.8493 -2.1321
C 1.3590 -0.5914 -0.6122
C 2.0695 0.2488 0.1579
H 3.2964 2.2917 1.3115
H 1.8735 2.1852 2.5285
H 1.8558 3.4528 1.3612
H -0.3322 2.5676 0.4746
H -1.5574 0.8811 -0.7544
H -0.1442 -1.6810 -2.4956
H 1.8252 -1.6053 -0.6812
H 3.0548 -0.0415 0.5272
C -2.0545 -2.4014 0.8264
C -3.1150 -1.4093 0.6248
H -1.9358 -3.1938 0.0792
H -1.1107 -1.9630 1.1356
H -2.4086 -3.0948 1.6815
H -2.7435 -0.5129 1.2304
H -4.0072 -1.7445 0.9797
H -3.3147 -0.9378 -0.3427

Quick look at relative energies in eV: P 0.000; Q 0.935.

--- P ---
10
Properties=species:S:1:pos:R:3 method="wB97M-V/def2-TZVPD" total_charge=0 homo_ev=-8.9 gap_ev=10.09 smiles="C=COC" lumo_energy_ev=1.149
C -0.7649 -1.4095 -1.1666
C -0.0284 -0.5962 -0.4287
O -0.5327 0.4011 0.4240
C 0.4270 1.2281 1.0436
H -0.2862 -2.1101 -1.8132
H -1.8457 -1.3839 -1.0551
H 1.0487 -0.5275 -0.5623
H 0.4766 1.0785 2.1061
H 1.4080 1.0666 0.6043
H 0.0977 2.2529 0.8478

--- Q ---
10
Properties=species:S:1:pos:R:3 method="wB97M-V/def2-TZVPD" total_charge=0 homo_ev=-9.7 gap_ev=10.57 smiles="CC(C)=O" lumo_energy_ev=0.831
C 1.1904 0.5209 0.2141
C 0.0253 -0.0388 -0.7127
C -1.1403 -0.5548 0.1261
O 0.1464 -0.0705 -1.9366
H 0.6059 1.1722 0.9787
H 1.7731 1.2540 -0.5041
H 1.7540 -0.2039 0.7174
H -0.9230 -1.7538 0.4149
H -2.1904 -0.4609 -0.5097
H -1.2413 0.1358 1.2121

--- R ---
10
Properties=species:S:1:pos:R:3 method="wB97M-V/def2-TZVPD" total_charge=0 homo_ev=-9.9 gap_ev=11.00 smiles=OC1CC1 lumo_energy_ev=1.142
O 1.6217 -0.2336 -0.2697
C 0.4368 -0.1883 0.5180
C -0.5660 0.7336 -0.1184
C -0.8558 -0.7223 -0.2222
H 2.0108 0.6078 -0.1340
H 0.6308 -0.3881 1.6232
H -0.0614 1.1293 -1.0144
H -1.1285 1.5350 0.4243
H -1.5139 -1.2811 0.4298
H -0.5745 -1.1921 -1.2366

Quick look at relative energies in eV: P 0.000; Q 0.260; R 0.350.